Record 1
DFT (wB97M-V/def2-TZVPD) results for a cluster of 2 separate species, C3H7N3O in total.

Last column: Mulliken charge in e.
CARTESIAN COORDINATES (ANGSTROEM)
C (-1.65, -0.20, 0.45)  -0.891
N (-0.27, 0.22, 0.51)  -0.363
C (1.01, -1.57, 0.14)  0.748
O (0.49, -2.30, 0.89)  -0.468
N (1.66, -0.96, -0.71)  -0.525
C (0.21, 1.11, -0.44)  0.064
N (0.93, 2.09, -0.10)  -0.689
H (-1.86, -0.63, -0.54)  0.323
H (-2.33, 0.65, 0.62)  0.348
H (-1.84, -0.97, 1.20)  0.294
H (0.04, 0.53, 1.43)  0.239
H (2.47, -1.43, -1.07)  0.249
H (-0.07, 0.83, -1.47)  0.415
H (1.23, 2.61, -0.92)  0.255

Its energy relative to the best compared isomer or geometry (same formula, charge and spin) is 146.0 kJ/mol. The SMILES is [H]/N=C/NC.N=C=O. For the electronic energy, the calculation gives -357.9942 hartree. The largest force on an atom comes out at 0.9 eV Å⁻¹. The calculation puts the HOMO energy at -9.4 eV. Its net charge is 0.



Record 2
DFT (wB97M-V/def2-TZVPD) results for the molecule C2H5N5O at a distorted geometry.

Last column: Mulliken charge in e.
CARTESIAN COORDINATES (ANGSTROEM)
C (-0.08, 0.25, -0.83)  0.687
C (-0.83, 0.33, 1.15)  0.519
H (0.50, -0.73, -2.44)  0.263
H (-0.20, 0.91, -2.84)  0.287
H (-1.82, 1.69, 2.09)  0.286
H (0.14, -1.24, 1.89)  0.329
H (2.40, -0.99, -0.05)  0.352
N (0.20, 0.24, -2.14)  -0.410
N (-0.81, 1.02, -0.07)  -0.649
N (-1.47, 0.67, 2.16)  -0.677
N (-0.29, -0.92, 1.01)  -0.309
N (0.47, -0.92, -0.16)  -0.176
O (1.78, -0.31, 0.22)  -0.500

Its energy relative to the best compared isomer or geometry (same formula, charge and spin) is 201.4 kJ/mol. The SMILES is [H]/N=c1\nc(N)n(O)[nH]1. For the electronic energy, the calculation gives -428.1464 hartree. The largest force on an atom comes out at 3.1 eV Å⁻¹. The calculation puts the HOMO energy at -9.0 eV. Its net charge is 0.



Record 3
DFT (wB97M-V/def2-TZVPD) results for the molecule C2H3NO2 at a distorted geometry.

Last column: Mulliken charge in e.
CARTESIAN COORDINATES (ANGSTROEM)
C (-0.60, -0.33, 0.12)  -0.089
C (1.72, 0.48, -0.50)  0.053
N (0.69, -0.55, -0.51)  -0.164
O (-0.89, 0.97, 0.28)  -0.488
O (1.80, -0.41, 0.43)  -0.140
H (-0.55, -0.72, 1.13)  0.248
H (-1.49, -0.81, -0.37)  0.253
H (-0.68, 1.38, -0.57)  0.328

Its energy relative to the best compared isomer or geometry (same formula, charge and spin) is 528.9 kJ/mol. For the electronic energy, the calculation gives -283.0566 hartree. The largest force on an atom comes out at 3.5 eV Å⁻¹. The calculation puts the HOMO energy at -10.6 eV. Its net charge is 0.



Record 4
DFT (wB97M-V/def2-TZVPD) results for a structure of composition C19H34N6O2SSc.

Last column: Mulliken charge in e.
CARTESIAN COORDINATES (ANGSTROEM)
Sc (-0.70, 0.51, 0.37)  0.088
C (-3.89, -0.45, -1.78)  -1.663
C (-2.93, 0.65, -1.43)  0.548
C (-3.20, 1.54, -0.38)  -0.057
C (-2.37, 2.63, -0.13)  -0.660
C (-1.23, 2.84, -0.92)  -0.757
C (-0.94, 1.94, -1.94)  -0.827
C (-1.77, 0.85, -2.18)  -0.436
H (-4.53, -0.71, -0.94)  0.392
H (-3.37, -1.34, -2.14)  0.413
H (-4.54, -0.11, -2.59)  0.393
H (-4.09, 1.40, 0.22)  0.548
H (-2.63, 3.33, 0.65)  0.661
H (-0.61, 3.71, -0.77)  0.745
H (-0.07, 2.11, -2.56)  0.586
H (-1.53, 0.16, -2.99)  0.541
C (1.68, 1.46, 2.40)  -0.867
C (1.92, 0.00, 2.08)  -0.514
N (0.63, -0.70, 1.84)  0.233
C (-0.05, -1.20, 3.06)  -0.773
C (-0.77, -0.12, 3.85)  -0.679
S (-1.74, 1.03, 2.81)  0.050
C (-1.02, 2.66, 3.20)  -0.927
C (-0.02, 3.18, 2.17)  -0.687
N (0.70, 2.09, 1.47)  0.289
H (2.63, 2.00, 2.38)  0.477
H (1.30, 1.57, 3.41)  0.249
H (2.48, -0.47, 2.89)  0.523
H (2.51, -0.09, 1.17)  0.015
H (0.86, -1.53, 1.29)  0.330
H (0.67, -1.70, 3.72)  0.502
H (-0.76, -1.95, 2.74)  0.152
H (-0.09, 0.48, 4.45)  0.434
H (-1.47, -0.59, 4.54)  0.600
H (-0.59, 2.56, 4.20)  0.550
H (-1.86, 3.35, 3.30)  0.529
H (0.69, 3.84, 2.68)  0.445
H (-0.53, 3.79, 1.43)  0.253
H (1.24, 2.53, 0.72)  0.327
N (0.96, -0.09, -0.94)  -0.419
C (1.83, -0.43, -1.65)  0.677
N (2.78, -0.80, -2.43)  0.096
C (3.98, -1.52, -1.92)  -0.406
C (4.35, -2.60, -2.92)  -0.737
O (4.50, -2.05, -4.20)  -0.355
C (3.29, -1.53, -4.70)  -0.704
C (2.84, -0.35, -3.85)  -0.393
H (3.76, -1.94, -0.94)  0.391
H (4.79, -0.79, -1.83)  0.301
H (3.58, -3.39, -2.93)  0.352
H (5.30, -3.05, -2.64)  0.389
H (2.52, -2.31, -4.72)  0.345
H (3.47, -1.19, -5.72)  0.384
H (1.85, 0.00, -4.15)  0.371
H (3.56, 0.46, -3.92)  0.298
N (-2.51, -3.35, 0.26)  -0.326
C (-2.61, -2.13, 0.78)  0.312
N (-3.58, -1.87, 1.66)  -0.265
O (-1.78, -1.23, 0.45)  -0.208
H (-3.17, -4.09, 0.47)  0.225
H (-1.79, -3.54, -0.42)  0.229
H (-4.27, -2.55, 1.92)  0.230
H (-3.68, -0.93, 2.02)  0.189

Its energy relative to the best compared isomer or geometry (same formula, charge and spin) is 0.0 kJ/mol. For the electronic energy, the calculation gives -2381.5959 hartree. The largest force on an atom comes out at 0.1 eV Å⁻¹. The calculation puts the HOMO energy at -17.2 eV. Its net charge is +3.



- What is the formula in the first record?
  C3H7N3O



- net charge of number 2 (C2H5N5O)?
  0